<A>
{"formula": "C27H63N9O9", "method": "ωB97M-V/def2-TZVPD", "symbols": ["C", "N", "C", "C", "O", "H", "H", "H", "H", "H", "H", "H", "C", "N", "C", "C", "O", "H", "H", "H", "H", "H", "H", "H", "C", "N", "C", "C", "O", "H", "H", "H", "H", "H", "H", "H", "C", "N", "C", "C", "O", "H", "H", "H", "H", "H", "H", "H", "C", "N", "C", "C", "O", "H", "H", "H", "H", "H", "H", "H", "C", "N", "C", "C", "O", "H", "H", "H", "H", "H", "H", "H", "C", "N", "C", "C", "O", "H", "H", "H", "H", "H", "H", "H", "C", "N", "C", "C", "O", "H", "H", "H", "H", "H", "H", "H", "C", "N", "C", "C", "O", "H", "H", "H", "H", "H", "H", "H"], "xyz": [[-2.9172, 3.7513, -0.6952], [-3.3969, 2.6679, 0.0795], [-4.2810, 2.8616, 0.9884], [-4.5814, 1.5988, 1.8090], [-4.7197, 3.9433, 1.2941], [-2.7435, 4.6378, -0.0852], [-3.4540, 3.9161, -1.6295], [-1.9433, 3.3281, -0.9412], [-3.1138, 1.7691, -0.2840], [-5.3676, 1.0668, 1.2734], [-4.8580, 1.8489, 2.8333], [-3.7191, 0.9351, 1.8740], [4.9023, 1.5526, 3.0111], [5.4171, 1.4930, 4.3411], [5.4921, 0.4349, 5.0883], [6.0996, 0.6467, 6.4244], [5.0081, -0.6498, 4.7197], [3.8577, 1.2590, 2.9082], [5.5956, 1.0309, 2.3514], [4.9986, 2.5760, 2.6485], [5.9709, 2.2658, 4.6820], [6.8262, 1.4592, 6.4185], [6.5428, -0.3429, 6.5352], [5.2834, 0.9562, 7.0772], [0.0997, 0.9754, 1.4155], [-0.2393, -0.4364, 1.0684], [-1.2815, -0.7946, 0.2903], [-1.4850, -2.2580, 0.0250], [-1.9164, 0.0304, -0.2868], [1.1235, 1.1435, 1.7496], [-0.5061, 1.2647, 2.2742], [-0.1090, 1.5900, 0.5398], [0.3804, -1.1612, 1.4011], [-2.0284, -2.3907, -0.9105], [-2.2405, -2.6733, 0.6921], [-0.5777, -2.8598, -0.0274], [-0.1003, 7.4433, 3.2915], [-0.7257, 6.1661, 2.8789], [-0.6358, 5.0017, 3.5549], [-1.4239, 3.8613, 2.8879], [-0.0909, 4.8363, 4.6202], [-0.5289, 8.0701, 2.5095], [0.9895, 7.4302, 3.3105], [-0.4305, 7.7448, 4.2856], [-1.1590, 6.2033, 1.9673], [-1.0973, 3.6638, 1.8669], [-2.4378, 4.2057, 2.6845], [-1.3683, 2.9743, 3.5189], [1.6465, -5.8850, -1.6400], [1.5967, -4.4390, -1.7959], [2.6742, -3.6530, -1.6766], [2.4564, -2.0662, -1.8217], [3.7481, -4.0894, -1.3815], [2.6366, -6.3152, -1.4893], [1.2189, -6.2632, -2.5685], [1.0138, -6.1734, -0.8005], [0.6960, -4.0927, -2.0940], [2.0954, -1.6661, -0.8743], [1.6431, -1.7826, -2.4898], [3.3758, -1.6331, -2.2158], [0.8835, 4.5646, -0.9370], [1.1976, 3.2712, -1.4962], [0.4332, 2.5967, -2.4101], [0.8696, 1.1479, -2.7530], [-0.5618, 3.0292, -3.0334], [0.1477, 4.4526, -0.1408], [0.3567, 5.1511, -1.6898], [1.8081, 5.0296, -0.5951], [1.9806, 2.7224, -1.1709], [1.3910, 0.7321, -1.8909], [1.4082, 1.1194, -3.7002], [-0.0426, 0.5660, -2.8850], [-3.1618, 0.6251, -3.3283], [-3.6437, 0.0004, -4.5712], [-4.9570, -0.1380, -4.8839], [-5.3003, -0.9064, -6.1620], [-5.8385, 0.3567, -4.1749], [-3.9734, 0.5279, -2.6072], [-2.7688, 1.6403, -3.3838], [-2.3957, -0.0236, -2.9037], [-2.9296, -0.3328, -5.2029], [-5.1507, -0.4282, -7.1300], [-6.3556, -1.1001, -5.9700], [-4.8544, -1.9004, -6.1252], [-0.9824, -5.3598, -5.4796], [-1.4374, -6.0761, -4.2591], [-1.5598, -5.4814, -3.0974], [-2.2057, -6.2817, -2.0005], [-1.1369, -4.3637, -2.8293], [-1.6615, -4.5343, -5.6926], [-0.8487, -6.0581, -6.3058], [-0.0122, -4.9046, -5.2802], [-1.8476, -6.9800, -4.4458], [-1.3530, -6.4867, -1.3533], [-2.5290, -7.2569, -2.3647], [-3.0139, -5.8340, -1.4221], [1.6187, -1.7086, 4.6029], [2.6780, -1.5453, 3.6327], [2.5994, -1.8673, 2.3483], [3.7897, -1.5201, 1.4732], [1.6018, -2.3981, 1.9277], [1.9951, -1.5007, 5.6046], [1.3216, -2.7571, 4.6283], [0.7600, -1.1247, 4.2719], [3.5586, -1.2300, 4.0139], [4.7203, -1.5223, 2.0408], [3.6476, -0.5856, 0.9304], [3.8437, -2.3052, 0.7191]], "orbital_gap_ev": 8.95, "smiles": "CNC(C)=O.CNC(C)=O.CNC(C)=O.CNC(C)=O.CNC(C)=O.CNC(C)=O.CNC(C)=O.CNC(C)=O.CNC(C)=O", "homo_energy_ev": -8.880}



<B>
{"formula": "C27H63N9O9", "method": "ωB97M-V/def2-TZVPD", "symbols": ["C", "N", "C", "C", "O", "H", "H", "H", "H", "H", "H", "H", "C", "N", "C", "C", "O", "H", "H", "H", "H", "H", "H", "H", "C", "N", "C", "C", "O", "H", "H", "H", "H", "H", "H", "H", "C", "N", "C", "C", "O", "H", "H", "H", "H", "H", "H", "H", "C", "N", "C", "C", "O", "H", "H", "H", "H", "H", "H", "H", "C", "N", "C", "C", "O", "H", "H", "H", "H", "H", "H", "H", "C", "N", "C", "C", "O", "H", "H", "H", "H", "H", "H", "H", "C", "N", "C", "C", "O", "H", "H", "H", "H", "H", "H", "H", "C", "N", "C", "C", "O", "H", "H", "H", "H", "H", "H", "H"], "xyz": [[4.1675, 4.3266, -0.5174], [2.8663, 3.9370, -1.0310], [2.3860, 4.6334, -2.2128], [2.1785, 2.9084, -0.5204], [1.1495, 2.4175, -0.9558], [4.3848, 3.7344, 0.3715], [4.0291, 5.3513, -0.1568], [4.9522, 4.1993, -1.2588], [1.8233, 5.5298, -1.9398], [3.2322, 4.8640, -2.8550], [1.6729, 3.9815, -2.7178], [2.7381, 2.5081, 0.3396], [2.5709, -1.3029, -2.8289], [3.6689, -1.0204, -1.8994], [4.9781, -1.5127, -2.2576], [3.5503, -0.1076, -0.9250], [4.5519, 0.4382, -0.4668], [2.5482, -2.3797, -3.0252], [2.7780, -0.9699, -3.8489], [1.6367, -1.0069, -2.3656], [4.8368, -2.4524, -2.7975], [5.4656, -0.8896, -3.0173], [5.6296, -1.6279, -1.3990], [2.5919, -0.1228, -0.3809], [0.9596, -3.1342, 6.4906], [1.9577, -2.9974, 5.4518], [1.4373, -2.9915, 4.1155], [3.2759, -3.0651, 5.7436], [4.1482, -3.1397, 4.8998], [1.3005, -2.6422, 7.4058], [0.8467, -4.1800, 6.8057], [-0.0231, -2.7641, 6.2154], [0.8441, -2.1040, 3.8771], [2.1725, -3.0209, 3.3152], [0.7776, -3.8308, 3.8711], [3.3839, -2.9896, 6.8416], [-1.8920, 1.2175, -0.0579], [-1.5577, 0.0670, 0.7591], [-2.5616, -0.4221, 1.6879], [-0.3295, -0.4754, 0.6562], [0.0327, -1.4211, 1.3440], [-1.6867, 1.0994, -1.1189], [-1.3158, 2.0834, 0.2820], [-2.9307, 1.4974, 0.1106], [-2.3168, -1.3479, 2.1991], [-2.7238, 0.2940, 2.4988], [-3.4828, -0.5550, 1.1191], [0.3470, 0.0941, -0.0036], [-1.8487, 3.0670, -2.9702], [-2.5701, 4.0829, -3.7257], [-3.9933, 3.8414, -3.8037], [-2.0085, 5.2449, -4.1022], [-2.5649, 6.1179, -4.7367], [-2.3971, 2.8501, -2.0544], [-0.8655, 3.4372, -2.6829], [-1.8018, 2.2091, -3.6454], [-4.4886, 4.4418, -4.5654], [-4.1984, 2.8185, -4.1309], [-4.4900, 4.0247, -2.8487], [-0.9505, 5.2618, -3.7880], [2.0254, -3.2962, 0.2461], [3.1983, -4.1615, 0.1215], [3.3135, -4.8608, -1.1347], [4.2781, -4.0454, 0.9438], [5.3527, -4.5407, 0.6978], [1.9829, -2.7031, -0.6695], [1.9442, -2.7936, 1.1980], [1.1214, -3.9050, 0.1277], [3.8970, -5.7737, -1.0550], [2.3359, -5.1216, -1.5461], [3.7576, -4.2114, -1.8967], [3.9464, -3.4940, 1.8393], [-7.3735, 2.3546, -1.9191], [-7.1606, 1.1019, -1.2343], [-5.7973, 0.6418, -1.1970], [-8.1811, 0.1912, -1.1907], [-8.0147, -0.9957, -1.0277], [-6.9963, 2.2564, -2.9470], [-6.7803, 3.1677, -1.4901], [-8.3982, 2.7152, -1.9454], [-5.5079, 0.1955, -2.1587], [-5.0856, 1.4520, -1.0425], [-5.5654, -0.1613, -0.5008], [-9.1389, 0.7045, -1.3716], [-2.3221, -2.1147, -2.2798], [-1.5788, -3.2991, -1.9241], [-1.9542, -3.9398, -0.6576], [-0.4400, -3.6955, -2.5182], [0.1408, -3.0747, -3.3916], [-1.8511, -1.5428, -3.0798], [-2.2968, -1.4004, -1.4506], [-3.3311, -2.3839, -2.5897], [-2.9239, -3.5596, -0.3398], [-2.2438, -4.9731, -0.8938], [-1.2224, -4.0020, 0.1423], [-0.1341, -4.6781, -2.1203], [1.6592, 0.8776, 3.4195], [1.3912, 2.1135, 4.1446], [1.5813, 3.3241, 3.3725], [1.1549, 2.2389, 5.4629], [0.9871, 3.2432, 6.1191], [2.6229, 0.4692, 3.7309], [1.7047, 1.1533, 2.3695], [0.9427, 0.0643, 3.5232], [0.9057, 3.3939, 2.5144], [1.4963, 4.2908, 3.8667], [2.5902, 3.3996, 2.9470], [1.0949, 1.2728, 5.9966]], "orbital_gap_ev": 9.01, "smiles": "CN(C)C=O.CN(C)C=O.CN(C)C=O.CN(C)C=O.CN(C)C=O.CN(C)C=O.CN(C)C=O.CN(C)C=O.CN(C)C=O", "homo_energy_ev": -8.942}



<C>
{"formula": "C27H63N9O9", "method": "ωB97M-V/def2-TZVPD", "symbols": ["C", "N", "C", "C", "O", "H", "H", "H", "H", "H", "H", "H", "C", "N", "C", "C", "O", "H", "H", "H", "H", "H", "H", "H", "C", "N", "C", "C", "O", "H", "H", "H", "H", "H", "H", "H", "C", "N", "C", "C", "O", "H", "H", "H", "H", "H", "H", "H", "C", "N", "C", "C", "O", "H", "H", "H", "H", "H", "H", "H", "C", "N", "C", "C", "O", "H", "H", "H", "H", "H", "H", "H", "C", "N", "C", "C", "O", "H", "H", "H", "H", "H", "H", "H", "C", "N", "C", "C", "O", "H", "H", "H", "H", "H", "H", "H", "C", "N", "C", "C", "O", "H", "H", "H", "H", "H", "H", "H"], "xyz": [[38.7950, 37.4790, 39.3500], [38.2490, 37.7540, 38.0410], [37.9980, 39.1590, 37.7700], [37.7770, 36.7270, 37.2530], [37.3240, 36.9670, 36.1250], [38.1050, 37.3870, 40.1670], [39.2830, 38.3560, 39.6570], [39.3870, 36.5460, 39.2180], [37.2050, 39.1710, 36.8980], [38.9110, 39.6820, 37.4570], [37.4530, 39.6900, 38.4750], [37.8660, 35.6290, 37.4310], [42.0470, 37.7850, 37.6440], [43.3310, 37.4410, 38.2780], [44.5410, 37.9190, 37.6960], [43.3520, 36.7020, 39.4130], [44.3310, 36.2280, 39.9640], [42.2960, 38.1810, 36.5790], [41.5170, 38.6560, 38.2070], [41.5950, 36.9190, 37.6550], [44.4740, 38.8790, 37.2550], [44.9020, 37.4350, 36.8570], [45.2910, 38.1210, 38.5510], [42.2680, 36.3750, 39.7170], [39.0150, 45.4140, 42.4220], [38.2560, 44.3990, 43.0280], [38.8200, 43.1730, 43.2410], [37.0550, 44.7080, 43.5020], [36.3310, 43.8760, 44.0670], [38.7860, 46.4960, 42.6340], [38.9840, 45.2440, 41.3130], [39.9260, 45.2270, 42.7370], [39.6330, 43.2860, 42.5220], [38.2790, 42.4090, 42.9180], [39.2830, 43.0140, 44.1290], [36.4220, 45.6410, 43.2230], [39.6530, 42.7450, 33.7820], [40.5550, 42.0370, 34.6510], [40.5850, 42.4240, 36.0560], [41.2660, 40.9280, 34.4310], [41.9010, 40.1530, 35.2260], [39.3740, 42.3680, 32.7630], [40.1150, 43.7500, 33.6380], [38.7550, 42.9410, 34.3340], [39.9240, 43.1150, 36.3780], [41.5460, 42.7640, 36.5820], [40.3690, 41.5780, 36.7520], [40.9470, 40.6050, 33.3340], [47.2790, 41.7710, 33.9200], [46.4420, 41.3040, 35.0410], [44.9660, 41.1710, 34.7590], [46.9270, 40.9400, 36.2440], [46.1480, 40.6310, 37.1680], [46.7290, 42.6070, 33.5600], [47.4810, 40.9590, 33.0550], [48.2390, 41.9720, 34.1000], [44.7360, 41.1600, 33.7250], [44.4110, 41.8330, 35.2820], [44.7080, 40.3970, 35.2080], [48.0010, 40.9720, 36.3190], [45.7960, 45.9900, 38.3750], [45.4630, 45.3580, 37.0740], [46.4640, 44.5670, 36.3170], [44.2080, 45.5750, 36.6010], [43.8840, 45.2090, 35.4820], [44.8990, 45.6930, 39.2130], [45.7390, 47.1010, 38.1820], [46.6590, 45.6410, 38.6690], [46.2270, 44.5290, 35.3260], [46.6100, 43.5010, 36.5340], [47.3740, 45.1020, 36.3710], [43.6360, 46.0440, 37.2440], [46.5350, 40.4080, 40.5580], [46.5170, 41.4070, 41.7070], [47.4770, 41.4890, 42.7310], [45.4400, 42.2220, 41.7690], [45.2430, 43.1020, 42.6850], [45.7060, 39.6770, 40.4910], [47.3960, 39.6250, 40.4130], [46.4330, 41.0250, 39.5110], [47.0030, 41.5170, 43.7140], [48.0860, 42.3290, 42.6230], [47.9430, 40.4870, 42.7290], [44.7470, 42.1210, 40.9890], [43.1200, 41.2320, 37.9300], [42.3110, 41.9940, 38.8350], [42.3910, 43.4700, 38.8510], [41.4460, 41.3630, 39.6040], [40.7640, 41.9510, 40.4750], [43.8240, 40.7390, 38.5390], [43.7040, 42.1500, 37.2900], [42.6260, 40.8450, 37.1270], [43.3740, 43.6650, 38.7670], [41.9870, 43.5500, 39.8820], [41.5330, 43.8420, 38.4600], [41.5040, 40.3130, 39.3740], [36.2400, 46.1230, 39.0150], [36.9760, 45.2710, 38.1530], [37.8430, 44.2040, 38.7770], [37.0720, 45.5900, 36.8660], [37.6670, 44.7930, 36.0420], [36.7180, 47.1510, 39.1370], [36.4720, 45.8140, 40.0320], [35.2450, 46.4320, 38.7790], [38.9690, 44.4710, 38.9890], [37.7810, 43.1280, 38.3890], [37.6280, 44.1280, 39.7810], [36.5430, 46.4930, 36.5920]], "orbital_gap_ev": 9.41, "smiles": "CN(C)C=O.CN(C)C=O.CN(C)C=O.CN(C)C=O.CN(C)C=O.CN(C)C=O.CN(C)C=O.CN(C)C=O.CN(C)C=O", "homo_energy_ev": -9.107}



Stability check: which of them is most stable? <A>.



<A>
{"formula": "C4H14N2O2", "method": "ωB97M-V/def2-TZVPD", "symbols": ["N", "C", "C", "N", "C", "C", "O", "H", "H", "H", "H", "H", "H", "H", "H", "H", "H", "H", "H", "O", "H", "H"], "xyz": [[0.3043, -0.4068, -2.8940], [-0.5167, -0.0362, -1.7456], [0.1782, -0.4646, -0.4311], [0.6476, -1.8500, -0.3908], [-0.7025, -0.1961, 0.7923], [0.1543, 0.2200, 1.9776], [0.8514, -0.9213, 2.5070], [-0.2459, -0.5178, -3.7267], [1.0996, 0.2076, -2.9720], [-0.6488, 1.0330, -1.6227], [-1.4649, -0.5677, -1.7784], [1.1049, 0.1102, -0.3589], [0.9886, -2.1445, -1.2998], [-0.1235, -2.4755, -0.1628], [-1.1159, -1.1426, 1.1271], [-1.4458, 0.5573, 0.5514], [0.9189, 0.9489, 1.7142], [-0.4014, 0.5989, 2.8282], [1.2355, -1.4226, 1.7658], [-0.6902, 2.9557, 0.4026], [-1.4520, 3.2413, 0.9269], [-0.0814, 3.6981, 0.4844]], "orbital_gap_ev": 9.47, "smiles": "NC[C@H](N)CCO.O", "homo_energy_ev": -8.932}



<B>
{"formula": "C4H14N2O2", "method": "ωB97M-V/def2-TZVPD", "symbols": ["N", "C", "C", "O", "C", "N", "C", "H", "H", "H", "H", "H", "H", "H", "H", "H", "H", "H", "H", "H", "H", "O"], "xyz": [[1.0665, -0.3787, -1.8216], [-1.8346, -0.0235, 0.9977], [-2.3760, -0.9302, -0.0052], [-1.5830, -1.0275, -1.1948], [-0.5296, -0.2540, 1.6299], [0.7288, 0.2954, 1.0386], [0.5800, 1.5385, 0.2850], [1.9920, -0.1456, -1.3152], [1.1141, 0.0336, -2.7339], [-2.3892, 0.6301, 1.6644], [-3.3548, -0.6503, -0.3880], [-2.4078, -1.9397, 0.4280], [-0.7353, -0.5506, -1.0424], [-0.5932, 0.2046, 2.6141], [-0.3362, -1.3310, 1.6754], [1.2670, -0.3322, 0.4466], [0.4194, 2.3827, 0.9645], [1.5314, 1.6777, -0.2248], [-0.1850, 1.4509, -0.4822], [3.8678, 0.1886, -0.0303], [0.5641, -1.2457, -1.8283], [3.1935, 0.4069, -0.6778]], "orbital_gap_ev": 3.57, "homo_energy_ev": -7.550}



Stability check: which of them is most stable? <A>.